Record 1
Below is one molecule with the formula C4H6N2, with properties calculated with ωB97M-V with the def2-TZVPD basis set.

CARTESIAN COORDINATES (ANGSTROEM)
1 C 0.1585 1.4120 -0.9344
2 C 0.0281 0.2172 -0.0460
3 C 0.2305 0.1030 1.3154
4 C -0.1255 -1.1897 1.7606
5 N -0.5347 -1.8392 0.6052
6 N -0.3404 -0.9948 -0.5143
7 H 0.7583 1.1917 -1.8228
8 H -0.8243 1.7672 -1.2649
9 H 0.6393 2.2241 -0.3837
10 H 0.6702 0.8589 1.9486
11 H 0.1648 -2.5793 0.7227
12 H -0.8249 -1.1710 -1.3864

Properties
LUMO level: 0.765 eV
Highest occupied orbital energy: -8.104 eV
ΔE to the lowest compared entry with this formula, charge and spin: 3.194 eV
Frontier orbital gap: 8.869 eV
Total charge: 0



Record 2
Below is an isolated ion of composition C5H11N2 and charge +1, with properties calculated with ωB97M-V with the def2-TZVPD basis set.

CARTESIAN COORDINATES (ANGSTROEM)
1 C -0.3232 0.8342 3.1643
2 N -0.3139 0.9652 1.9576
3 C 0.6684 0.4720 1.0902
4 C 0.1638 0.6494 -0.4053
5 N -0.2627 -0.3955 -1.2954
6 C -1.3425 -1.0491 -1.0117
7 C 0.6004 -0.8255 -2.3487
8 H 0.3727 0.4359 3.9049
9 H -1.0459 1.3697 3.7756
10 H 0.7101 -0.5400 1.3455
11 H 1.6098 0.9585 1.1161
12 H -0.5736 1.4196 -0.4384
13 H 0.9067 1.3055 -0.8565
14 H -1.7858 -1.8333 -1.7019
15 H -1.8797 -0.8775 -0.1149
16 H 1.1278 -1.7626 -2.0083
17 H 0.0542 -1.0378 -3.3971
18 H 1.3134 -0.0886 -2.7759

Properties
LUMO level: -5.215 eV
Highest occupied orbital energy: -12.970 eV
ΔE to the lowest compared entry with this formula, charge and spin: 3.315 eV
Frontier orbital gap: 7.756 eV
SMILES string: C=NCC[N+](=C)C
Total charge: +1



Record 3
Below is C38H68BrN8OS2Si2Sr as an isolated structure, with properties calculated with ωB97M-V with the def2-TZVPD basis set.

CARTESIAN COORDINATES (ANGSTROEM)
1 Sr 0.8508 -0.1511 0.6995
2 N 0.6983 2.6196 0.7343
3 C -0.2393 3.1034 1.7599
4 C -0.0817 2.3253 3.0557
5 N -0.4558 0.9085 2.8777
6 H 1.6535 2.8811 0.9831
7 H 0.4998 3.0625 -0.1565
8 H -1.2542 2.9739 1.3758
9 H -0.1101 4.1671 1.9827
10 H -0.6751 2.8170 3.8321
11 H 0.9633 2.3599 3.3754
12 H -1.4658 0.8338 2.7970
13 H -0.1914 0.3771 3.7009
14 C -0.5291 -2.9704 -2.0815
15 C 0.2163 -3.5291 -0.9000
16 C 0.4517 -4.8821 -0.7849
17 C 1.1737 -5.3283 0.3268
18 C 1.6360 -4.4374 1.2591
19 C 1.3773 -3.0512 1.0950
20 N 0.6399 -2.6437 0.0138
21 N 1.8085 -2.0649 1.9005
22 Si 2.6210 -2.1869 3.4086
23 C 4.3381 -2.9300 3.2788
24 C 1.6268 -3.1533 4.6726
25 C 2.7797 -0.4157 4.0275
26 H -1.2991 -3.6591 -2.4295
27 H 0.1544 -2.7979 -2.9163
28 H -1.0047 -2.0230 -1.8184
29 H 0.0854 -5.5708 -1.5329
30 H 1.3711 -6.3862 0.4507
31 H 2.2052 -4.7715 2.1154
32 H 4.3071 -4.0012 3.0703
33 H 4.8930 -2.7925 4.2094
34 H 4.9099 -2.4519 2.4793
35 H 1.5098 -4.1997 4.3844
36 H 0.6254 -2.7297 4.7828
37 H 2.1072 -3.1338 5.6536
38 H 3.0334 0.2879 3.2285
39 H 3.5692 -0.3250 4.7764
40 H 1.8560 -0.0755 4.5048
41 S 4.0914 2.3653 1.4267
42 C 4.6349 3.9302 1.2801
43 N 5.4688 4.3866 0.3527
44 C 5.6215 5.8319 0.2589
45 C 5.3599 6.3619 1.6629
46 S 4.1386 5.2113 2.3639
47 H 5.6870 3.8057 -0.4555
48 H 4.8971 6.2326 -0.4562
49 H 6.6232 6.0815 -0.0855
50 H 4.9600 7.3721 1.6547
51 H 6.2580 6.3324 2.2775
52 N 0.0781 1.0021 -2.9360
53 C 0.9391 0.8485 -4.0363
54 C 0.9967 1.8306 -5.0237
55 C 1.8756 1.7016 -6.0892
56 C 2.7222 0.6035 -6.1791
57 C 2.6686 -0.3724 -5.1915
58 C 1.7850 -0.2557 -4.1294
59 H -0.7365 1.5646 -3.1377
60 H -0.2102 0.1311 -2.5122
61 H 0.3417 2.6917 -4.9616
62 H 1.8942 2.4644 -6.8571
63 H 3.4044 0.5040 -7.0119
64 H 3.3160 -1.2379 -5.2498
65 H 1.7517 -1.0203 -3.3619
66 N 4.2488 2.9214 -3.8297
67 C 4.9705 2.6375 -2.7311
68 O 5.8422 3.3735 -2.2864
69 C 4.6255 1.3558 -2.0425
70 C 5.6170 0.4494 -1.6973
71 C 5.2618 -0.6878 -0.9953
72 C 3.9377 -0.8498 -0.6211
73 N 2.9841 0.0374 -0.9231
74 C 3.3264 1.1073 -1.6382
75 H 4.4591 3.7669 -4.3348
76 H 3.6302 2.2442 -4.2499
77 H 6.6464 0.6416 -1.9714
78 H 5.9971 -1.4290 -0.7169
79 H 3.6229 -1.7051 -0.0323
80 H 2.5314 1.8086 -1.8713
81 C -4.2246 1.6553 2.0552
82 C -5.1368 0.8975 1.0770
83 C -6.3367 0.3482 1.8699
84 C -5.6560 1.9392 0.0751
85 Si -4.2434 -0.5414 0.1820
86 Br -2.1739 0.4034 -0.3633
87 C -3.8283 -2.0371 1.3026
88 C -5.0549 -2.9643 1.3950
89 C -3.4551 -1.6002 2.7262
90 C -2.6373 -2.8558 0.7841
91 C -4.9680 -0.9861 -1.5334
92 C -4.3505 -2.2813 -2.0823
93 C -4.7089 0.0969 -2.5929
94 C -6.4896 -1.1899 -1.4143
95 H -4.8115 2.4410 2.5397
96 H -3.4000 2.1418 1.5308
97 H -3.8187 1.0247 2.8431
98 H -6.8918 1.1879 2.2977
99 H -6.0271 -0.2903 2.6984
100 H -7.0306 -0.2165 1.2472
101 H -6.0964 2.7710 0.6323
102 H -6.4332 1.5416 -0.5765
103 H -4.8546 2.3452 -0.5462
104 H -5.9516 -2.4534 1.7475
105 H -4.8345 -3.7662 2.1053
106 H -5.2859 -3.4364 0.4400
107 H -4.2801 -1.1278 3.2585
108 H -2.5959 -0.9236 2.7292
109 H -3.1660 -2.4875 3.2966
110 H -2.7805 -3.2454 -0.2193
111 H -2.4865 -3.7118 1.4490
112 H -1.7131 -2.2782 0.7940
113 H -3.2625 -2.2166 -2.1573
114 H -4.7405 -2.4518 -3.0898
115 H -4.6069 -3.1554 -1.4854
116 H -3.6438 0.2115 -2.7972
117 H -5.1112 1.0711 -2.3283
118 H -5.1895 -0.2147 -3.5248
119 H -6.7602 -1.9365 -0.6670
120 H -6.8739 -1.5388 -2.3770
121 H -7.0132 -0.2635 -1.1755

Properties
LUMO level: -1.781 eV
Highest occupied orbital energy: -9.314 eV
ΔE to the lowest compared entry with this formula, charge and spin: 0.516 eV
Frontier orbital gap: 7.533 eV
Total charge: +1



Record 4
Below is C4H4ClNO2S as an isolated structure, with properties calculated with ωB97M-V with the def2-TZVPD basis set.

CARTESIAN COORDINATES (ANGSTROEM)
1 C -0.3122 -1.9042 -0.7158
2 C -1.2953 0.4918 -0.0356
3 C -0.7403 -0.1256 1.2235
4 C -0.3747 -0.6235 -0.1730
5 N -0.3416 -2.9290 -1.2166
6 O 1.0852 1.8840 -1.0164
7 O 2.6505 0.1078 -1.4854
8 S 1.6282 0.6159 -0.6523
9 Cl 2.3164 1.0109 1.3828
10 H -2.3244 0.5004 -0.2623
11 H -0.7446 1.4647 -0.3910
12 H -0.1373 0.3986 1.8489
13 H -1.4100 -0.8917 1.4934

Properties
LUMO level (alpha / beta): -2.461 / -2.460 eV
Highest occupied orbital energy (alpha / beta): -10.683 / -10.683 eV
ΔE to the lowest compared entry with this formula, charge and spin: 2.432 eV
Frontier orbital gap (alpha / beta): 8.222 / 8.223 eV
Total charge: 0



Record 5
Below is C6H12N2O as an isolated structure, with properties calculated with ωB97M-V with the def2-TZVPD basis set.

CARTESIAN COORDINATES (ANGSTROEM)
1 C 2.6613 0.0693 -0.1431
2 C -0.2501 -0.4431 1.3786
3 C 0.6625 -2.0515 -0.4386
4 C -1.8277 0.8048 -1.0515
5 C 1.3855 0.5711 -0.5107
6 C 0.0228 -0.7032 -0.1085
7 N 3.6715 -0.3477 0.1865
8 N 0.9902 1.8198 0.0270
9 O -0.9216 -0.3855 -1.0170
10 H 0.7474 -0.4031 1.9374
11 H -0.7743 -1.3262 1.9442
12 H -0.8664 0.4909 1.6778
13 H 1.2806 -2.0073 -1.3179
14 H -0.2382 -2.7206 -0.6634
15 H 1.1549 -2.4201 0.4451
16 H -2.5759 0.7555 -0.3138
17 H -2.3100 0.8269 -2.0179
18 H -1.0842 1.6255 -1.0381
19 H 1.3204 0.6725 -1.5610
20 H 1.1791 1.7311 0.9675
21 H 1.7933 2.3044 -0.2776

Properties
LUMO level: 0.780 eV
Highest occupied orbital energy: -8.818 eV
ΔE to the lowest compared entry with this formula, charge and spin: 3.142 eV
Frontier orbital gap: 9.598 eV
Total charge: 0



Record 6
Below is C21H17N5NiO8S as an isolated structure, with properties calculated with ωB97M-V with the def2-TZVPD basis set.

CARTESIAN COORDINATES (ANGSTROEM)
1 Ni 0.1452 0.1234 0.4694
2 O 1.3038 -6.3743 4.7731
3 N 1.4941 -5.1926 4.9923
4 O 1.9561 -4.7513 6.0278
5 C 1.1540 -4.2416 3.9393
6 C 1.3326 -2.8795 4.1536
7 C 0.9857 -1.9700 3.1864
8 C 0.3953 -2.3920 1.9571
9 O -0.1340 -1.6260 1.0889
10 C 0.4042 -3.7980 1.7392
11 C 0.7140 -4.7090 2.7226
12 N 0.0589 -4.3239 0.4188
13 O 0.2439 -3.6162 -0.5682
14 O -0.4664 -5.4134 0.3587
15 N 1.2423 -0.6037 3.5440
16 O 1.7114 0.1118 2.3860
17 O -0.0179 0.0461 3.8866
18 H 1.7515 -2.5287 5.0866
19 H 0.6356 -5.7694 2.5323
20 C -4.8074 -0.6612 1.8256
21 C -4.1787 -0.3757 3.0258
22 C -2.8871 0.1371 3.0639
23 C -2.1844 0.4016 1.8793
24 C -2.8370 0.0940 0.6725
25 C -4.1156 -0.4315 0.6444
26 N -0.9027 0.9565 1.8160
27 C -0.1753 1.2059 3.0175
28 C -0.7675 2.3324 3.8312
29 C 0.0129 3.0955 4.5908
30 C 1.4628 2.8663 4.6665
31 C 2.0729 2.0738 3.7932
32 C 1.2946 1.4432 2.6766
33 H -5.8108 -1.0668 1.8098
34 H -4.6936 -0.5716 3.9595
35 H -2.4118 0.2966 4.0205
36 H -2.3018 0.2615 -0.2590
37 H -4.5787 -0.6690 -0.3061
38 H -1.8368 2.4801 3.7686
39 H -0.4135 3.9014 5.1770
40 H 2.0272 3.3660 5.4455
41 H 3.1426 1.8986 3.8116
42 H 1.4126 2.0119 1.7516
43 O 1.3021 -0.9216 -0.9047
44 H 0.8318 -1.7818 -0.8651
45 H 2.1510 -1.1287 -0.4927
46 S -0.0305 4.2759 -1.0194
47 C 1.5137 3.5964 -1.3124
48 C 1.5027 2.2836 -0.9917
49 N 0.2887 1.8264 -0.5175
50 C -0.6042 2.7755 -0.4768
51 H 2.3282 4.1849 -1.7028
52 H 2.3305 1.5985 -1.0924
53 H -1.6126 2.6368 -0.1112

Properties
LUMO level (alpha / beta): -0.336 / -0.335 eV
Highest occupied orbital energy (alpha / beta): -7.496 / -7.578 eV
Frontier orbital gap (alpha / beta): 7.160 / 7.243 eV
Total charge: 0



In eV/Å, the F_max values for the records above are, in order, 1.36; 4.66; 0.26; 4.59; 4.65; 1.02.
In Da, the molecular weight values for the records above are, in order, 82.11; 99.16; 940.85; 165.60; 128.17; 558.15.